Record 1
{"formula": "C22H28N7S2SbSe4Tc", "method": "ωB97M-V/def2-TZVPD", "orbital_gap_ha": [0.1941, 0.1942], "e_homo_ev": [-16.4, -16.4], "e_above_lowest_kj_mol": 113.4, "charge": 3, "elements": ["Tc", "C", "C", "N", "C", "S", "N", "N", "C", "C", "C", "C", "C", "C", "C", "N", "H", "H", "H", "H", "H", "H", "H", "H", "H", "H", "H", "H", "H", "Se", "Sb", "Se", "Se", "Se", "N", "S", "C", "C", "C", "C", "C", "C", "C", "C", "C", "C", "C", "C", "H", "H", "H", "H", "H", "H", "H", "H", "H", "H", "H", "N", "N", "H", "H", "H", "H"], "coordinates": [[0.286, -0.325, -0.199], [-2.891, 4.290, 2.443], [-3.084, 2.855, 1.986], [-2.689, 2.676, 0.584], [-1.720, 1.925, 0.100], [-0.626, 1.061, 1.248], [-1.503, 1.836, -1.184], [-0.393, 1.107, -1.481], [0.250, 1.345, -2.581], [-0.156, 2.361, -3.580], [1.477, 0.552, -2.737], [2.307, 0.646, -3.833], [3.483, -0.099, -3.865], [3.798, -0.913, -2.792], [2.926, -0.957, -1.719], [1.790, -0.252, -1.687], [-3.309, 4.422, 3.440], [-3.404, 4.985, 1.777], [-1.835, 4.558, 2.473], [-4.126, 2.548, 2.081], [-2.499, 2.167, 2.596], [-3.182, 3.233, -0.104], [-1.108, 2.807, -3.313], [-0.226, 1.904, -4.570], [0.599, 3.150, -3.639], [2.052, 1.300, -4.654], [4.145, -0.031, -4.718], [4.704, -1.502, -2.772], [3.147, -1.564, -0.851], [-1.553, -0.388, 4.465], [-0.141, -2.099, 5.046], [1.879, -0.400, 1.717], [1.219, -2.451, 1.079], [0.165, -3.609, 2.776], [-0.947, -1.606, -0.915], [-1.673, -1.456, -2.424], [-3.396, -1.772, -2.250], [-4.239, -0.688, -2.487], [-5.608, -0.878, -2.372], [-6.105, -2.128, -2.024], [-5.247, -3.203, -1.795], [-3.879, -3.034, -1.914], [-1.095, -2.918, -3.276], [-0.079, -3.713, -2.770], [0.345, -4.800, -3.523], [-0.233, -5.066, -4.756], [-1.242, -4.247, -5.252], [-1.681, -3.161, -4.514], [-1.447, -2.253, -0.269], [-3.830, 0.280, -2.752], [-6.285, -0.058, -2.566], [-7.175, -2.274, -1.944], [-5.652, -4.174, -1.544], [-3.202, -3.868, -1.775], [0.369, -3.505, -1.808], [1.126, -5.443, -3.141], [0.102, -5.916, -5.336], [-1.691, -4.457, -6.213], [-2.476, -2.529, -4.893], [-3.447, -0.922, 0.885], [-2.796, -2.172, 1.203], [-4.192, -0.730, 1.553], [-3.905, -1.056, -0.010], [-3.485, -2.907, 1.356], [-2.314, -2.027, 2.085]], "forces_ev_per_angstrom": [[0.225, -0.063, -0.484], [-0.001, 0.002, -0.030], [-0.010, -0.010, 0.053], [0.026, 0.022, -0.012], [0.130, -0.135, 0.078], [-0.239, 0.226, 0.146], [-0.259, 0.130, -0.166], [0.059, 0.006, -0.155], [-0.090, 0.063, 0.113], [0.024, -0.007, -0.029], [0.108, -0.070, -0.007], [-0.026, 0.049, -0.070], [0.041, -0.029, 0.008], [-0.017, 0.026, -0.020], [0.016, -0.016, 0.045], [0.022, -0.203, 0.217], [0.015, -0.011, 0.008], [-0.010, -0.002, 0.018], [0.000, 0.006, -0.015], [-0.014, 0.029, -0.039], [0.005, -0.016, -0.013], [-0.018, -0.007, 0.007], [-0.013, -0.004, -0.001], [-0.005, 0.013, 0.003], [0.003, -0.004, 0.002], [-0.008, -0.002, 0.013], [-0.005, 0.001, 0.002], [0.000, 0.000, 0.001], [0.004, 0.007, -0.001], [-0.074, 0.068, -0.081], [0.114, -0.090, 0.088], [0.162, 0.086, 0.342], [0.193, -0.121, -0.051], [-0.082, -0.033, -0.050], [-0.264, 0.122, 0.017], [-0.056, -0.106, 0.021], [-0.012, 0.071, 0.004], [0.014, 0.011, 0.024], [-0.019, -0.023, 0.007], [0.015, 0.009, -0.004], [-0.017, 0.018, -0.005], [0.040, -0.033, 0.003], [0.029, 0.036, -0.013], [0.003, 0.012, 0.007], [-0.004, -0.023, -0.027], [0.005, 0.012, 0.020], [0.005, 0.006, 0.022], [-0.008, -0.007, -0.027], [-0.027, -0.002, -0.022], [0.002, -0.007, -0.004], [0.000, -0.001, -0.001], [0.003, 0.001, -0.001], [0.006, -0.002, 0.000], [-0.018, -0.004, 0.007], [-0.005, 0.003, -0.006], [-0.004, -0.001, -0.004], [0.001, 0.001, 0.004], [0.000, 0.002, 0.003], [0.006, -0.003, -0.002], [-0.056, -0.077, 0.101], [-0.122, 0.105, -0.106], [0.040, -0.045, 0.004], [0.013, 0.079, 0.016], [0.076, -0.035, 0.062], [0.077, -0.033, -0.021]]}



Record 2
{"formula": "C22H29AsN3OPt", "method": "ωB97M-V/def2-TZVPD", "orbital_gap_ha": [0.1685, 0.2374], "e_homo_ev": [-8.2, -11.2], "s2": 2.03, "multiplicity": 3, "charge": 1, "elements": ["Pt", "C", "C", "C", "C", "N", "C", "C", "C", "C", "C", "C", "N", "C", "C", "C", "C", "C", "N", "H", "H", "H", "H", "H", "H", "H", "H", "H", "H", "H", "C", "C", "C", "C", "O", "H", "H", "H", "H", "H", "H", "H", "H", "H", "C", "As", "C", "C", "H", "H", "H", "H", "H", "H", "H", "H", "H"], "coordinates": [[0.029, 0.143, 0.033], [4.288, -0.210, -0.454], [4.584, 0.957, -1.128], [3.620, 1.894, -1.354], [2.267, 1.571, -1.074], [1.999, 0.367, -0.432], [2.954, -0.434, -0.066], [1.175, 2.363, -1.440], [1.157, 3.610, -2.051], [-0.064, 4.280, -2.161], [-1.211, 3.772, -1.603], [-1.143, 2.488, -1.016], [0.003, 1.820, -0.969], [-2.298, 1.789, -0.443], [-3.598, 2.261, -0.414], [-4.626, 1.393, -0.009], [-4.309, 0.066, 0.302], [-2.942, -0.349, 0.318], [-1.975, 0.487, -0.083], [5.082, -0.921, -0.288], [5.577, 1.130, -1.513], [3.771, 2.806, -1.891], [2.655, -1.246, 0.554], [2.045, 4.054, -2.411], [-0.127, 5.234, -2.700], [-2.087, 4.355, -1.689], [-3.819, 3.263, -0.752], [-5.666, 1.804, -0.079], [-5.037, -0.588, 0.752], [-2.610, -1.344, 0.626], [1.424, -0.971, 3.530], [0.110, -0.623, 2.911], [-1.106, -1.304, 3.588], [-0.223, 0.918, 2.888], [0.159, -1.168, 1.554], [1.606, -0.467, 4.502], [2.267, -0.648, 2.864], [1.440, -2.081, 3.674], [-1.015, -1.071, 4.655], [-1.235, -2.370, 3.418], [-1.973, -0.791, 3.208], [-0.289, 1.226, 3.941], [-1.115, 1.165, 2.306], [0.642, 1.481, 2.510], [0.071, -4.021, -0.340], [-0.096, -2.253, -1.149], [-1.667, -2.828, -2.319], [1.531, -2.322, -2.379], [0.334, -4.747, -1.073], [-0.879, -4.262, 0.142], [0.809, -3.974, 0.455], [-1.990, -3.838, -2.085], [-1.546, -2.792, -3.433], [-2.498, -2.159, -2.112], [1.917, -1.290, -2.588], [1.332, -2.744, -3.370], [2.299, -2.879, -1.861]], "forces_ev_per_angstrom": [[0.405, 0.020, -0.429], [-1.047, -0.872, 0.542], [0.457, 0.717, -0.487], [-1.477, -0.541, -0.287], [1.964, -0.491, -0.085], [-1.406, 1.438, 0.272], [2.951, -0.384, -0.164], [-0.129, 0.040, 0.536], [-1.533, -0.036, 0.150], [1.669, 0.777, -0.803], [0.084, -2.306, 0.840], [-1.836, 2.471, -0.507], [-0.192, 0.165, -0.759], [0.733, -0.904, -0.559], [-0.353, -0.854, 0.212], [-0.042, 0.545, -0.852], [1.387, 0.093, 0.932], [-1.378, 0.911, -0.353], [-1.247, 0.277, 0.986], [-0.218, -0.187, 0.307], [0.204, 0.045, 0.190], [0.486, 0.355, -0.089], [-0.115, -0.720, 0.243], [0.759, 0.319, -0.387], [0.228, -0.417, 0.351], [-0.965, 0.146, 0.195], [0.039, 0.004, 0.119], [1.002, -0.787, 0.433], [-0.199, -0.223, -0.366], [-0.249, 0.344, 0.000], [1.178, -0.147, 0.507], [-1.762, 0.177, -1.807], [0.911, 0.873, 0.409], [1.467, -0.812, 0.659], [-0.078, -0.316, 0.299], [-0.283, -0.394, -0.383], [-0.722, -0.398, 0.487], [0.290, 0.926, -0.095], [-0.339, -0.334, 0.002], [0.451, -0.058, -0.016], [-0.630, 0.070, -0.055], [-0.449, 0.108, -0.312], [0.027, -0.100, 0.397], [-0.145, -0.043, -0.181], [-0.191, 1.034, 1.487], [0.214, -1.081, -2.236], [0.189, 0.819, -0.813], [-0.591, 1.371, -0.167], [0.149, -0.418, -0.673], [0.050, -0.039, -0.180], [0.207, -0.092, 0.022], [0.259, -0.082, 0.333], [0.463, 0.157, 1.029], [-0.134, 0.089, 0.133], [-0.416, -0.816, 0.439], [-0.258, -0.253, 0.445], [0.165, -0.189, 0.087]]}



Record 3
{"formula": "C22H29BaN8O2", "method": "ωB97M-V/def2-TZVPD", "orbital_gap_ha": 0.3280, "e_homo_ev": -11.4, "e_above_lowest_kj_mol": 6.8, "charge": 1, "elements": ["Ba", "N", "C", "C", "N", "C", "C", "N", "C", "C", "N", "H", "H", "H", "H", "H", "H", "H", "H", "H", "H", "H", "H", "H", "H", "H", "H", "H", "H", "O", "C", "O", "C", "C", "C", "C", "C", "N", "H", "H", "H", "H", "N", "C", "C", "C", "C", "C", "C", "C", "N", "C", "C", "N", "C", "H", "H", "H", "H", "H", "H", "H"], "coordinates": [[0.838, 0.658, 0.890], [3.337, 1.836, 0.086], [4.486, 1.183, 0.735], [4.236, 0.990, 2.220], [3.150, 0.044, 2.552], [3.608, -1.350, 2.382], [2.573, -2.308, 1.803], [2.230, -1.966, 0.414], [2.758, 0.303, 3.953], [1.507, -0.408, 4.438], [0.322, 0.040, 3.690], [3.571, 2.070, -0.873], [3.146, 2.723, 0.548], [5.410, 1.758, 0.633], [4.654, 0.223, 0.240], [3.968, 1.960, 2.645], [5.177, 0.682, 2.695], [3.957, -1.748, 3.343], [4.476, -1.362, 1.718], [1.648, -2.274, 2.384], [2.968, -3.324, 1.899], [1.524, -2.609, 0.072], [3.037, -2.093, -0.188], [2.589, 1.378, 4.052], [3.580, 0.034, 4.632], [1.427, -0.202, 5.509], [1.604, -1.490, 4.336], [0.213, 1.047, 3.822], [-0.510, -0.381, 4.090], [0.193, 4.988, 2.236], [0.184, 3.947, 1.608], [0.618, 2.795, 1.982], [-0.406, 3.979, 0.189], [-1.003, 5.142, -0.277], [-1.530, 5.161, -1.554], [-1.435, 4.014, -2.330], [-0.822, 2.901, -1.791], [-0.314, 2.867, -0.554], [-1.030, 5.994, 0.387], [-2.006, 6.049, -1.948], [-1.830, 3.984, -3.337], [-0.733, 1.988, -2.371], [-5.635, -4.519, -7.199], [-5.180, -4.064, -6.248], [-4.605, -3.492, -5.060], [-4.826, -4.088, -3.820], [-4.262, -3.544, -2.682], [-3.489, -2.396, -2.779], [-3.277, -1.789, -4.009], [-3.826, -2.341, -5.151], [-2.903, -1.837, -1.609], [-3.474, -1.759, -0.361], [-2.537, -1.184, 0.442], [-1.409, -0.889, -0.291], [-1.666, -1.292, -1.515], [-5.429, -4.983, -3.757], [-4.402, -4.020, -1.720], [-2.705, -0.872, -4.063], [-3.669, -1.876, -6.114], [-4.480, -2.085, -0.168], [-2.612, -0.945, 1.489], [-0.982, -1.247, -2.346]], "forces_ev_per_angstrom": [[-0.249, -0.507, -0.444], [0.033, 0.048, 0.063], [-0.043, -0.053, 0.005], [0.010, -0.013, -0.071], [0.149, -0.012, 0.142], [-0.081, 0.021, -0.041], [-0.026, -0.011, 0.047], [0.013, 0.067, -0.026], [-0.058, -0.027, 0.015], [0.061, 0.019, -0.039], [0.000, 0.069, 0.023], [-0.036, -0.031, -0.015], [0.027, 0.007, -0.018], [-0.008, 0.017, -0.023], [0.007, 0.002, 0.004], [0.022, 0.005, 0.004], [-0.020, 0.006, 0.053], [0.016, -0.013, -0.002], [-0.003, 0.028, -0.002], [0.017, 0.026, 0.015], [-0.003, 0.000, -0.003], [0.007, -0.002, -0.009], [0.021, 0.008, 0.029], [0.005, 0.000, 0.005], [0.043, 0.055, -0.024], [-0.029, -0.005, 0.002], [-0.012, -0.003, 0.006], [-0.008, 0.012, 0.013], [-0.004, -0.023, -0.041], [0.032, -0.035, 0.054], [-0.082, 0.114, -0.074], [0.065, 0.246, 0.271], [0.084, -0.146, 0.024], [0.022, 0.025, 0.066], [0.014, -0.080, -0.035], [-0.050, 0.079, -0.059], [0.053, -0.064, 0.099], [-0.056, 0.102, -0.035], [-0.015, 0.018, -0.025], [0.005, 0.019, 0.026], [0.006, -0.013, 0.003], [-0.008, 0.006, -0.011], [0.002, 0.000, 0.005], [-0.002, 0.003, 0.005], [0.030, 0.028, 0.066], [-0.031, -0.028, -0.093], [0.075, 0.021, 0.140], [-0.067, -0.036, -0.142], [0.039, 0.090, 0.104], [-0.029, -0.033, -0.053], [-0.022, 0.065, -0.138], [0.058, -0.039, 0.177], [-0.055, 0.082, -0.110], [0.139, 0.005, 0.013], [0.061, -0.044, 0.186], [0.003, 0.002, 0.013], [-0.024, -0.017, -0.021], [-0.009, -0.009, -0.054], [0.003, 0.006, 0.005], [0.006, -0.028, -0.021], [-0.040, -0.001, -0.001], [-0.061, -0.028, -0.053]]}